1.
ORCA calculation (ωB97M-V/def2-TZVPD) on a single C22H24N4O3 molecule.

Each line ends with the Löwdin charge.
Cartesian coordinates (Å):
1 C -1.453843 -4.197896 1.640236  -0.060
2 H -2.181643 -4.208307 2.447050  0.077
3 H -0.676555 -4.922674 1.867976  0.071
4 H -1.946966 -4.509035 0.721954  0.069
5 C -0.857561 -2.796611 1.498346  -0.193
6 N 0.114416 -2.729130 0.426155  -0.060
7 C -0.180908 -2.470703 -0.859816  -0.457
8 O 0.632765 -2.535225 -1.763372  0.054
9 C -1.620002 -2.023865 -1.170358  -0.024
10 N -1.848369 -0.692988 -0.664355  -0.026
11 C -0.878398 0.182701 -0.337858  0.034
12 C -1.423348 1.387650 0.065925  -0.069
13 C -0.666396 2.539760 0.480361  -0.270
14 O -1.088007 3.678037 0.599282  0.098
15 C 0.810954 2.221231 0.731871  -0.422
16 O 1.187933 1.212253 1.299329  0.079
17 N 1.632694 3.143070 0.200712  0.088
18 H 1.224926 3.999082 -0.142750  0.146
19 C 3.072583 2.970600 0.188252  -0.112
20 C 3.436225 1.583278 -0.277988  -0.207
21 C 2.774969 0.982924 -1.344726  -0.031
22 C 3.113003 -0.307979 -1.712160  -0.051
23 C 4.123021 -0.944580 -1.006807  -0.161
24 N 4.772293 -0.380250 -0.003311  0.066
25 C 4.429248 0.843326 0.353981  -0.109
26 H 4.974782 1.254750 1.193984  0.115
27 H 4.426153 -1.953529 -1.253046  0.107
28 H 2.594073 -0.816813 -2.508888  0.099
29 H 1.992167 1.515309 -1.868935  0.121
30 H 3.497128 3.717536 -0.488355  0.133
31 H 3.483747 3.131947 1.191983  0.129
32 C -2.848843 1.234987 -0.043688  -0.096
33 C -3.927434 2.074986 0.211289  -0.007
34 C -5.198804 1.583504 0.003456  -0.087
35 C -5.410519 0.279027 -0.446279  -0.091
36 C -4.356233 -0.574174 -0.702653  -0.014
37 C -3.073966 -0.084480 -0.497519  -0.161
38 H -4.527600 -1.580872 -1.053635  0.106
39 H -6.421410 -0.068699 -0.598117  0.100
40 H -6.053383 2.216749 0.189057  0.100
41 H -3.756588 3.082120 0.556255  0.111
42 H 0.156441 -0.084817 -0.423770  0.127
43 H -1.722317 -2.030829 -2.262809  0.144
44 H -2.357444 -2.711744 -0.749509  0.120
45 C 1.491443 -3.057179 0.767599  -0.179
46 C 2.125141 -2.030883 1.702247  -0.063
47 H 1.897682 -1.017556 1.381154  0.055
48 H 1.778614 -2.149191 2.726192  0.068
49 H 3.204233 -2.155298 1.694620  0.071
50 H 1.520623 -4.053366 1.220485  0.121
51 H 2.040817 -3.086489 -0.174758  0.106
52 H -1.650165 -2.063887 1.343854  0.116
53 H -0.347052 -2.524219 2.422816  0.118

Atoms 1-6, force components in eV/Å:
0.10 0.26 0.05
-0.09 -0.07 0.09
0.06 -0.10 0.02
-0.07 -0.03 -0.08
-0.35 -0.27 0.08
0.18 0.02 0.12

The SMILES is CCN(CC)C(=O)Cn1cc(C(=O)C(=O)NCc2cccnc2)c2ccccc21. The calculation puts the lowest unoccupied orbital energy at 0.33 eV. The net charge is 0.

---

2.
ORCA calculation (ωB97M-V/def2-TZVPD) on a molecular structure, C22H24NO4PbS in a non-equilibrium geometry.

Each line ends with the Löwdin charge.
Cartesian coordinates (Å):
1 Pb 0.266911 0.075254 -0.234875  1.642
2 C 2.740305 1.217299 1.168889  -0.246
3 C 3.427946 0.402719 0.217473  -0.228
4 C 3.387738 1.068010 -1.043081  -0.241
5 H 3.938138 -0.536045 0.434835  0.069
6 C 2.675598 2.294223 -0.873800  -0.226
7 C 2.271828 2.385342 0.490684  -0.229
8 H 1.745668 3.218319 0.954144  0.078
9 H 2.632112 1.012611 2.232057  0.064
10 H 3.872746 0.734167 -1.962073  0.062
11 H 2.522230 3.055473 -1.639641  0.071
12 C -2.602390 1.279452 0.634428  -0.222
13 C -1.649853 2.250864 1.066921  -0.225
14 C -1.166715 2.940525 -0.085601  -0.228
15 H -1.388120 2.466862 2.096246  0.059
16 C -1.837985 2.413713 -1.227305  -0.253
17 C -2.724942 1.385453 -0.781896  -0.242
18 H -3.417098 0.823283 -1.412060  0.064
19 H -3.169541 0.617645 1.287916  0.076
20 H -0.453824 3.763880 -0.081320  0.074
21 H -1.744013 2.781792 -2.251395  0.061
22 O 0.323122 -0.842379 -2.522312  -0.372
23 C 0.121982 -0.089630 -4.151078  -0.356
24 C 0.792089 -1.369279 -4.674475  -0.097
25 C 0.926827 1.166522 -4.131334  -0.027
26 C -1.349188 0.047301 -4.361969  -0.027
27 C 0.931193 -1.923852 -3.243930  -0.228
28 H 1.754441 -1.174086 -5.160062  0.113
29 H 0.121666 -1.967434 -5.302355  0.110
30 H 0.365869 -2.850829 -3.074646  0.114
31 H 1.977530 -2.053909 -2.928611  0.117
32 H 0.917832 1.587207 -5.150307  0.099
33 H 1.975642 0.990778 -3.839858  0.090
34 H 0.494534 1.926020 -3.453604  0.092
35 H -1.511480 0.393689 -5.394883  0.099
36 H -1.801203 0.790479 -3.682449  0.079
37 H -1.872305 -0.914784 -4.235829  0.099
38 O -1.080012 1.310689 4.025239  -0.301
39 S -0.019631 0.331277 3.939400  0.658
40 O 1.255662 0.635728 4.535002  -0.299
41 N 0.179796 -0.195152 2.369455  -0.130
42 C -0.104776 -1.494639 2.164537  -0.536
43 O -0.064090 -1.997987 0.988243  -0.174
44 C -0.552494 -2.162561 3.394721  -0.134
45 C -1.054745 -3.459158 3.549294  -0.004
46 C -1.684387 -3.793059 4.747982  -0.079
47 C -1.801111 -2.848360 5.785485  -0.074
48 C -1.253695 -1.562697 5.641447  -0.036
49 C -0.633123 -1.252162 4.437374  -0.214
50 H -0.942359 -4.163996 2.723977  0.120
51 H -2.102849 -4.792588 4.885127  0.100
52 H -2.324174 -3.111661 6.704105  0.098
53 H -1.313298 -0.810315 6.425767  0.119

Atoms 1-6, force components in eV/Å:
0.24 2.23 0.65
-0.07 0.33 -0.66
-0.55 0.21 -0.12
-0.39 0.41 0.26
-0.14 0.25 -0.07
0.21 -0.59 0.33

The calculation puts the lowest unoccupied orbital energy at 2.52 eV. The net charge is -1.

---

3.
ORCA calculation (ωB97M-V/def2-TZVPD) on a molecular structure, C22H25AlNO3S in a non-equilibrium geometry.

Each line ends with the Löwdin charge.
Cartesian coordinates (Å):
1 C -0.718749 -0.896346 5.291527  -0.113
2 C -0.422924 -0.877851 3.711227  -0.381
3 C -1.845288 -0.549080 3.031080  -0.083
4 C 0.620281 0.302254 3.499933  -0.177
5 C 1.037426 0.525955 1.994045  -0.313
6 C 2.574300 0.075397 1.887650  -0.108
7 C 1.034018 2.071590 1.581147  -0.331
8 O -0.184479 2.733292 1.890488  -0.318
9 Al 0.073713 3.952474 3.293686  0.160
10 N 0.527626 5.723424 2.664233  0.022
11 C 1.722114 5.788759 2.772013  -0.911
12 S 3.314887 5.842399 2.313222  0.457
13 H -1.155333 0.125136 5.510045  0.081
14 H -1.449342 -1.698438 5.574317  0.069
15 H 0.283084 -0.984073 5.793118  0.068
16 H -0.068337 -1.871220 3.326693  0.121
17 H -1.757610 0.178325 2.183529  0.070
18 H -2.523140 -0.114705 3.825232  0.070
19 H -2.289862 -1.542385 2.742524  0.067
20 H 1.548781 0.036698 4.096912  0.112
21 H 0.180143 1.203224 4.003593  0.077
22 H 0.481162 -0.122344 1.260429  0.127
23 H 3.173040 0.740039 2.584088  0.082
24 H 2.980727 0.200977 0.842970  0.070
25 H 2.719157 -0.985944 2.234863  0.070
26 H 1.923499 2.529433 2.120390  0.077
27 H 1.298592 2.107130 0.477187  0.095
28 H 1.279563 3.336582 4.169883  -0.043
29 H -1.260039 3.894509 4.173282  -0.106
30 C 0.634623 1.950954 -2.301569  -0.049
31 C 1.553445 1.761767 -3.330377  -0.051
32 C 1.459105 0.647412 -4.152211  -0.006
33 C 0.451843 -0.289843 -3.941051  -0.091
34 C -0.455567 -0.112479 -2.893243  -0.082
35 C -0.367677 1.016263 -2.081897  0.015
36 C -1.503816 -1.127248 -2.625097  -0.279
37 O -2.297296 -0.974786 -1.717365  0.111
38 C -1.562497 -2.339743 -3.481040  -0.081
39 C -2.503496 -3.329070 -3.207420  -0.001
40 C -2.575545 -4.459643 -4.008836  -0.065
41 C -1.713693 -4.602764 -5.093165  -0.067
42 C -0.771051 -3.622259 -5.366145  -0.006
43 C -0.686374 -2.492841 -4.555409  -0.084
44 C 0.349555 -1.467134 -4.835703  -0.281
45 O 1.105632 -1.595177 -5.782029  0.093
46 H 0.704351 2.826364 -1.666046  0.111
47 H 2.343270 2.486555 -3.491954  0.108
48 H 2.173891 0.507622 -4.954895  0.117
49 H -1.076759 1.166182 -1.275319  0.129
50 H -3.178840 -3.221145 -2.366472  0.121
51 H -3.305649 -5.231005 -3.790642  0.104
52 H -1.775448 -5.483171 -5.723115  0.103
53 H -0.099017 -3.740021 -6.208309  0.118

Atoms 1-6, force components in eV/Å:
0.66 0.28 -1.28
-1.20 1.32 0.81
0.60 -0.52 0.71
-0.36 -1.10 -0.06
1.75 0.39 0.31
-0.30 0.36 0.19

The calculation puts the lowest unoccupied orbital energy at 0.71 eV. The net charge is -1.

---

4.
ORCA calculation (ωB97M-V/def2-TZVPD) on a molecular structure, C22H25AsCdF6N4O7S4 in a non-equilibrium geometry.

Each line ends with the Löwdin charge.
Cartesian coordinates (Å):
1 Cd -0.034100 -0.059000 -0.321600  1.333
2 C -1.848800 -4.025400 0.681300  -0.037
3 C -1.717000 -2.647800 0.019800  -0.511
4 O -0.555700 -2.289500 -0.319000  -0.137
5 C -2.904600 -1.955600 -0.193400  -0.101
6 C -3.013000 -0.714100 -0.859300  -0.373
7 C -4.393200 -0.173800 -1.187500  -0.051
8 N -1.945200 -0.071200 -1.235700  -0.108
9 N -2.059600 1.069300 -1.989800  0.020
10 C -0.893900 1.451600 -2.481200  -0.626
11 O 0.201700 0.808900 -2.408700  -0.192
12 C -0.912200 2.781400 -3.145300  -0.163
13 C -2.095700 3.495300 -3.318900  -0.044
14 C -2.080000 4.761200 -3.868800  -0.115
15 C -0.884300 5.337000 -4.269800  -0.130
16 C 0.298700 4.638700 -4.093800  -0.107
17 C 0.286200 3.370900 -3.544700  -0.033
18 H -0.911100 -4.564900 0.568400  0.069
19 H -2.651000 -4.595300 0.216700  0.060
20 H -2.063100 -3.916800 1.745200  0.063
21 H -3.825500 -2.425500 0.127400  0.085
22 H -5.161100 -0.920100 -0.992400  0.056
23 H -4.423100 0.129100 -2.233500  0.061
24 H -4.594300 0.710400 -0.579300  0.065
25 H -3.018200 3.040400 -2.993200  0.097
26 H -3.002200 5.322300 -3.965200  0.087
27 H -0.879400 6.330100 -4.706300  0.084
28 H 1.235000 5.104800 -4.370500  0.090
29 H 1.200100 2.819800 -3.387800  0.109
30 O -1.188700 0.398500 2.053200  -0.372
31 N -1.710500 -0.459000 2.902100  -0.199
32 C -3.017200 -0.724600 2.776000  -0.066
33 C -3.690800 -1.580100 3.609600  -0.098
34 C -2.963100 -2.255000 4.597100  -0.117
35 C -1.630200 -1.989400 4.724200  -0.135
36 C -0.957300 -1.043700 3.910800  -0.710
37 S 0.629000 -0.614000 4.215300  0.673
38 H -3.500400 -0.214800 1.954000  0.113
39 H -4.754100 -1.717200 3.496200  0.086
40 H -3.462000 -2.962700 5.246200  0.090
41 H -1.032100 -2.475700 5.478900  0.082
42 C -0.743400 2.442900 4.059700  -0.226
43 As -0.799000 2.769100 2.115200  0.767
44 C -0.277400 4.677700 2.279700  -0.299
45 C -2.725000 3.070200 1.752200  -0.239
46 S 0.100600 2.422500 0.253300  0.286
47 H -1.075000 3.362400 4.548900  0.027
48 H 0.281400 2.214400 4.332200  -0.010
49 H -1.378900 1.616800 4.364400  0.015
50 H -0.852700 5.228600 3.027200  0.013
51 H -0.373100 5.162300 1.308100  0.009
52 H 0.775900 4.668500 2.561400  0.019
53 H -3.174100 3.741300 2.487300  0.020
54 H -3.271200 2.131100 1.722900  0.001
55 H -2.765500 3.521900 0.758400  0.021
56 F 2.899100 1.241100 -0.432100  0.083
57 C 3.277000 -0.029100 -0.329600  -0.670
58 F 4.608000 -0.063200 -0.515300  0.117
59 F 2.732000 -0.706300 -1.351600  0.105
60 S 2.752800 -0.793600 1.306900  0.535
61 O 1.341500 -0.616900 1.307200  -0.440
62 O 3.270400 -2.123600 1.229500  -0.269
63 N 3.562600 0.047500 2.351200  -0.282
64 S 3.259200 1.569100 2.595100  0.547
65 O 1.907500 2.021800 2.649600  -0.391
66 O 4.207900 2.425400 1.943400  -0.286
67 C 3.867800 1.696200 4.391100  -0.650
68 F 3.794800 2.982800 4.794200  0.095
69 F 3.214600 0.986900 5.306300  0.101
70 F 5.161500 1.356200 4.484900  0.104

Atoms 1-6, force components in eV/Å:
0.11 -0.34 0.56
0.19 0.24 -0.13
-0.12 -0.51 -0.05
0.21 -0.18 0.25
-0.14 -0.09 0.20
-0.03 0.48 -0.57

The calculation puts the lowest unoccupied orbital energy at 4.53 eV. The net charge is -2.